Version i
DFT (ωB97M-V/def2-TZVPD) results for a 2-piece molecular cluster, C4H9NOS overall.

2S+1   1
E_HOMO (spin up / spin down)   -0.25676 / -0.28335 hartree

Element x y z (Å)
1 C 1.3650 -0.4125 0.2139
2 C 1.2531 -0.5751 -1.3383
3 C 0.1135 -0.7500 -0.4763
4 C -0.9664 -1.7962 -0.3282
5 N -1.0980 2.2198 1.7207
6 O -0.8436 1.2921 -0.7612
7 S -0.3882 2.3673 0.1290
8 H 2.0546 -0.9374 0.8319
9 H 1.3815 0.6835 0.4741
10 H 1.5103 0.1554 -2.0748
11 H 1.5535 -1.6568 -1.7069
12 H -1.1206 -1.9498 0.7358
13 H -0.6476 -2.6465 -0.9149
14 H -1.8921 -1.4175 -0.8602
15 H -1.9006 2.7505 2.0914
16 H -0.3743 2.6732 2.2641



Version ii
DFT (ωB97M-V/def2-TZVPD) results for an isolated molecule of C4H9NOS.

2S+1   1
SMILES   NC(=O)CCCS
E_HOMO   -0.33572 hartree

Element x y z (Å)
1 C -0.1887 -0.8487 0.1346
2 C 0.8452 0.2710 -0.0649
3 C 0.7596 1.4234 0.9330
4 S 0.8196 1.0411 2.7039
5 C -1.4743 -0.6755 -0.6832
6 N -1.2708 -0.5918 -2.0742
7 O -2.5532 -0.9631 -0.2199
8 H 0.3247 -1.7283 -0.2647
9 H -0.4118 -1.0026 1.1842
10 H 0.8940 0.7240 -1.0599
11 H 1.8319 -0.1783 0.0929
12 H -0.2080 1.9206 0.7959
13 H 1.5300 2.1722 0.7826
14 H 1.6064 -0.0290 2.6386
15 H -2.1433 -0.6175 -2.5756
16 H -0.3613 -0.9175 -2.3236



List of relative energies, unit kJ/mol: version i 465.2; version ii 0.0



Version i
DFT (ωB97M-V/def2-TZVPD) results for an isolated molecule of C4H9NOS.

2S+1   1
SMILES   CCSN(C)C=O
E_HOMO   -0.32924 hartree

Element x y z (Å)
1 C -2.3041 1.6223 -0.8300
2 C -1.1096 1.1903 -0.0642
3 C 2.3495 -0.0002 -0.3542
4 C 0.8612 -1.0604 1.3413
5 H -3.0134 0.8310 -0.9531
6 H -2.7971 2.4892 -0.3499
7 H -2.0348 1.8890 -1.8415
8 H -0.4126 2.0695 0.0102
9 H -1.4000 0.8249 0.8928
10 H 2.6632 -0.4637 -1.2873
11 H 2.3839 1.0892 -0.3564
12 H 3.0140 -0.3667 0.3974
13 H 1.8382 -1.1663 1.9050
14 N 1.0507 -0.4628 0.1030
15 O -0.1826 -1.3782 1.8237
16 S -0.3073 -0.2152 -0.8928



Version ii
DFT (ωB97M-V/def2-TZVPD) results for an isolated molecule of C4H9NOS.

2S+1   1
SMILES   CC(C)(S)C(N)=O
E_HOMO   -0.33683 hartree

Element x y z (Å)
1 C 1.1975 0.6559 -0.2014
2 C -0.0780 -1.0572 -1.4107
3 C -0.2978 -0.6653 1.3275
4 C -0.1871 0.0326 -0.3833
5 N 1.4647 1.8018 0.5390
6 O 2.2113 0.1045 -0.5897
7 S -1.4632 1.3455 -0.2922
8 H -1.0709 -1.5162 -1.4723
9 H 0.1646 -0.5088 -2.2601
10 H 0.7906 -1.7324 -0.9395
11 H 0.5017 -1.3099 1.5992
12 H -1.1194 -1.2389 1.4321
13 H -0.5275 0.0440 2.0200
14 H 0.6764 2.1693 1.0167
15 H 2.4003 1.7868 0.9385
16 H -1.4510 1.7106 -1.6596



List of relative energies, unit kJ/mol: version i 0.0; version ii 92.0



Version i
DFT (ωB97M-V/def2-TZVPD) results for a 2-piece molecular cluster, C11H22N4O4 overall.

2S+1   1
E_HOMO   -0.33844 hartree

Element x y z (Å)
1 C -0.3998 -2.2790 0.0026
2 C 1.0413 -1.7237 0.3557
3 C -1.4574 -1.1216 0.0907
4 C -2.9767 -1.4567 -0.1562
5 C -3.9347 -0.3056 -0.1895
6 C 2.7756 -0.3905 -0.9471
7 C 3.7881 -0.6223 0.0845
8 C 2.3830 1.1098 -1.0987
9 C 1.6667 1.7478 0.1583
10 C 0.4400 2.6483 -0.4568
11 C -0.0395 3.3363 0.7545
12 H -0.6182 -2.8239 1.8590
13 H 0.0093 -4.0048 0.7675
14 H -0.3623 -2.7599 -0.9876
15 H -1.4336 -0.2579 -0.6172
16 H -1.3880 -0.6754 0.9953
17 H -3.2780 -2.0582 -1.0658
18 H -3.2685 -2.2209 0.4685
19 H -6.0682 0.1459 -0.8967
20 H -5.6413 -1.5829 -0.3856
21 H 1.0137 -1.0886 -1.5824
22 H 3.1201 -0.4370 -1.9495
23 H 1.7777 1.2442 -1.9108
24 H 3.3782 1.6320 -1.3043
25 H 1.3478 0.8718 0.9702
26 H 2.5678 2.5688 0.6759
27 H 0.8441 3.7012 -1.0527
28 H -0.3235 2.1345 -1.1851
29 H 0.9843 3.3828 1.3802
30 H -0.4253 4.2629 0.5123
31 H -0.5370 1.7732 2.0477
32 H -1.3863 2.2293 0.6970
33 H 4.9581 -2.0139 0.5512
34 N -0.7355 -3.2688 0.8487
35 N -5.2028 -0.5281 -0.0087
36 N 1.5474 -1.2337 -0.7429
37 N -1.0333 2.5496 1.6040
38 O 1.5383 -1.7044 1.5458
39 O -3.4558 0.7653 -0.4041
40 O 4.4273 0.2759 0.6702
41 O 4.3569 -1.8219 -0.0983



Version ii
DFT (ωB97M-V/def2-TZVPD) results for an isolated molecule of C11H22N4O4.

2S+1   1
SMILES   NCCCC[C@H](N)C(=O)N[C@@H](CCC(N)=O)C(=O)O
E_HOMO   -0.32143 hartree

Element x y z (Å)
1 C 2.3483 -0.6674 -0.1385
2 C 0.9938 -1.0622 -0.6032
3 C 2.6058 0.7894 -0.5098
4 C 2.6438 1.7567 0.6075
5 C 1.6148 1.7304 1.6848
6 C 0.1777 2.1539 1.2619
7 C -1.2279 -1.4961 0.5396
8 C -1.1775 -3.0370 0.3989
9 C -2.5238 -0.9322 -0.0702
10 C -2.3455 -0.5583 -1.5526
11 C -2.4990 1.0500 -1.5595
12 H 3.4763 -1.4143 -1.7327
13 H 4.2089 -1.7627 -0.2509
14 H 2.3447 -0.8111 0.9469
15 H 1.8805 1.0735 -1.3726
16 H 3.5073 0.9241 -1.1215
17 H 2.4715 2.7088 0.0960
18 H 3.6299 1.7928 1.0909
19 H 1.5933 0.8410 2.2260
20 H 1.9424 2.4189 2.4819
21 H 0.2599 2.0861 0.1677
22 H -0.0684 3.1898 1.5060
23 H -1.6789 1.3759 1.2765
24 H -1.0094 1.2762 2.8219
25 H 0.2819 -0.4693 1.2438
26 H -1.3654 -1.3193 1.6244
27 H -2.7125 -0.0293 0.5024
28 H -3.3727 -1.6592 0.0379
29 H -1.4288 -0.9742 -2.1301
30 H -3.0057 -0.9754 -2.2632
31 H -3.9845 0.8446 -3.0050
32 H -3.4810 2.5526 -2.5340
33 H -0.1967 -4.5228 0.9542
34 N 3.3088 -1.6187 -0.7366
35 N -0.8793 1.2534 1.8248
36 N 0.1018 -0.9948 0.3912
37 N -3.3204 1.5667 -2.5584
38 O 0.7370 -1.5368 -1.6838
39 O -1.8953 -3.7729 -0.1752
40 O -1.8173 1.7564 -0.8424
41 O -0.1382 -3.5275 1.1553



List of relative energies, unit kJ/mol: version i 600.8; version ii 0.0



Version i
DFT (ωB97M-V/def2-TZVPD) results for an isolated ion of composition C3H8NO2 and charge +1.

2S+1   1
SMILES   [NH3+]C1(OO)CC1
Net charge   +1
E_HOMO   -0.52455 hartree

Element x y z (Å)
1 C -0.9615 -0.7327 0.9444
2 C -0.8970 -0.9782 -0.5634
3 C 0.3193 -0.0813 0.2381
4 N 0.3203 1.3844 0.1029
5 O 2.5092 -0.3217 -0.4249
6 O 1.5160 -0.6365 0.5236
7 H -1.6937 -0.0434 1.1815
8 H -0.6480 -1.5107 1.6428
9 H -0.4217 -1.9105 -0.8239
10 H -1.6629 -0.6703 -1.2710
11 H 0.5002 2.0036 1.0242
12 H -0.6207 1.5429 -0.3483
13 H 1.1198 1.6834 -0.5295
14 H 3.3068 -0.2072 0.0913



Version ii
DFT (ωB97M-V/def2-TZVPD) results for an isolated ion of composition C3H8NO2 and charge +1.

2S+1   1
SMILES   C[C@@H]([NH3+])C(=O)O
Net charge   +1
E_HOMO   -0.56925 hartree

Element x y z (Å)
1 O 0.4260 0.2224 -2.0264
2 C 0.1435 -0.5259 -1.1209
3 O -0.0224 -1.8175 -1.2420
4 C -0.3587 0.0244 0.1967
5 C 0.4699 -0.4595 1.3928
6 N -0.4063 1.5101 0.0080
7 H 0.1979 -2.2497 -2.0849
8 H -1.3804 -0.3473 0.2072
9 H -0.1100 -0.7344 2.2618
10 H 0.9766 -1.3789 1.1000
11 H 1.2573 0.2629 1.5373
12 H 0.5117 1.7658 -0.3607
13 H -0.6346 1.9947 0.8746
14 H -1.0705 1.7329 -0.7435



List of relative energies, unit kJ/mol: version i 502.1; version ii 0.0